Entry 1:
Entry from OMol25: a structure of composition C6H10O2 (the ωB97M-V functional and the def2-TZVPD basis).

The geometry in XYZ format:
```
18
Properties=species:S:1:pos:R:3:forces:R:3
C -1.0217 0.7668 1.5756 -1.3 -1.1 -1.3
C 0.0645 0.8754 0.4796 -1.9 2.8 0.7
C 1.3066 0.0784 0.5571 1.7 -1.1 1.2
C 1.1824 -0.5997 -0.7859 0.5 1.7 -0.6
C -0.2513 0.6481 -1.0211 -5.1 -2.2 1.9
C -0.2306 -0.9740 -1.0780 -1.3 1.5 -2.1
H -0.6504 1.2120 2.5198 -0.4 -0.4 -0.5
H -1.8680 1.3860 1.1365 0.7 -0.6 1.0
H -1.4323 -0.2941 1.7125 0.7 1.5 0.0
H 0.2158 1.9801 0.5668 0.8 -0.7 -0.4
H 1.3195 -0.6895 1.3647 0.2 0.8 -0.2
H 2.1438 0.8212 0.6001 -0.2 -1.4 0.0
H 1.8386 -1.1397 -1.3507 2.8 -1.7 -0.3
H -1.1875 1.1553 -1.3606 1.3 0.2 -0.5
H -0.3270 -1.4297 -2.0946 0.7 1.5 0.0
H -1.0017 -2.6296 -0.8369 -0.4 -0.2 0.5
O 0.9639 0.6263 -1.6167 1.5 0.1 -1.2
O -1.0645 -1.7935 -0.3683 -0.3 -0.7 1.8
```
Forces are in eV/Å.

Computed properties:
Highest occupied orbital energy in eV: -9.28
F_max in eV Å⁻¹: 5.87
DFT total energy in eV: -10476.020
Relative energy (zero: lowest compared OMol25 entry of this formula, charge and spin) in kcal per mole: 72.6
Gap between HOMO and LUMO in eV: 9.96



Entry 2:
Entry from OMol25: the ion C4H7N3 with charge +2 (the ωB97M-V functional and the def2-TZVPD basis).

The geometry in XYZ format:
```
14
Properties=species:S:1:pos:R:3:forces:R:3
C -1.9640 0.1360 -0.5411 0.6 -0.4 0.2
C 0.4304 -0.4356 0.1461 0.1 0.4 0.0
C 1.6126 0.3209 0.5102 1.2 0.2 0.4
C -1.3592 1.4379 -0.5240 -0.3 1.8 -0.3
N -0.3961 -2.6373 -0.0161 -1.0 -0.7 -0.2
N 0.4884 -1.8596 0.1939 1.2 0.7 0.3
N -0.6967 0.1496 -0.2139 -1.1 -0.7 -0.2
H 2.0072 0.0203 1.4959 -0.3 0.0 0.0
H 1.4344 1.3980 0.5298 -0.1 -0.2 0.0
H 2.4621 0.1334 -0.1667 -0.2 0.0 -0.2
H -2.8034 -0.5252 -0.6856 -0.1 -0.3 0.0
H -1.1083 1.9382 -1.4659 0.2 -0.3 0.1
H -1.5553 2.1413 0.2923 0.1 -0.4 0.1
H 1.4480 -2.2177 0.4452 -0.3 -0.2 -0.1
```
Forces are in eV/Å.

Computed properties:
Highest occupied orbital energy (alpha / beta) in eV: -22.29 / -19.18
F_max in eV Å⁻¹: 1.84
DFT total energy in eV: -8705.906
Net charge: +2
Relative energy (zero: lowest compared OMol25 entry of this formula, charge and spin) in kcal per mole: 112.3
Gap between HOMO and LUMO (alpha / beta) in eV: 9.64 / 6.76